1.
The following is a quantum chemistry calculation of a structure of composition C33H35BrF3N7O3PReS, from the Open Molecules 2025 dataset.

Output
LUMO level (alpha / beta): -0.3474 / -0.3470 Ha
multiplicity: 2
energy relative to the best compared isomer or geometry (same formula, charge and spin): 113.2 kJ/mol
⟨S²⟩: 0.76
charge: +3
frontier orbital gap (alpha / beta): 0.217 / 0.217 Eh

Element x y z (Å)
Re1 -0.6049 0.0568 0.1071
O1 3.2769 -1.9606 0.1480
C1 3.1234 -2.5554 1.3755
C2 3.8372 -3.7110 1.6490
C3 3.7146 -4.3099 2.8929
C4 2.8901 -3.7650 3.8715
C5 2.1634 -2.6244 3.5853
C6 2.2599 -2.0148 2.3353
C7 1.3715 -0.8684 2.0019
O2 0.4336 -1.2179 0.9638
N1 2.0952 0.2312 1.3645
N2 1.2092 1.1442 0.7558
C8 1.5438 2.3835 0.8679
C9 0.9943 3.5226 0.2011
Br1 0.0530 3.2185 -1.4184
C10 1.2568 4.7938 0.5780
C11 1.8729 5.2161 1.8197
C12 2.6710 6.3690 1.7978
C13 3.3068 6.7957 2.9475
C14 3.1228 6.1045 4.1399
C15 2.2930 4.9906 4.1871
C16 1.6684 4.5462 3.0361
H1 3.0707 -1.0145 0.2783
H2 4.5069 -4.1090 0.8990
H3 4.2855 -5.2031 3.1078
H4 2.8153 -4.2299 4.8439
H5 1.5024 -2.2014 4.3330
H6 0.7790 -0.5698 2.8747
H7 2.7528 0.6935 1.9877
H8 2.3891 2.6232 1.5115
H9 0.9912 5.5849 -0.1162
H10 2.8040 6.9143 0.8718
H11 3.9346 7.6754 2.9210
H12 3.6039 6.4541 5.0434
H13 2.1146 4.4898 5.1289
H14 0.9565 3.7307 3.0948
O3 -2.0673 0.9381 -0.8754
N3 -2.8927 1.8787 -0.3430
C17 -3.7983 2.4475 -1.1756
C18 -4.6553 3.3858 -0.6831
C19 -4.5781 3.7290 0.6754
C20 -3.6527 3.1281 1.4920
C21 -2.7743 2.1703 0.9678
S1 -1.5582 1.3633 1.8759
H15 -3.7655 2.1038 -2.1980
H16 -5.3769 3.8456 -1.3418
H17 -5.2542 4.4688 1.0824
H18 -3.5793 3.3722 2.5421
C22 1.8451 -1.0316 -4.7281
N4 1.7086 -2.2366 -3.7733
C23 0.4963 -3.0730 -4.2377
N5 -0.6720 -2.2677 -4.2991
C24 -0.4754 -1.1325 -5.2007
N6 0.6364 -0.2900 -4.7619
C25 0.3590 0.4352 -3.5253
P1 0.0556 -0.7494 -2.1400
C26 1.5733 -1.7890 -2.3475
C27 -1.1572 -1.8586 -2.9821
H19 2.0727 -1.4515 -5.7076
H20 2.6854 -0.4364 -4.3727
H21 2.5516 -2.8112 -3.8508
H22 0.3890 -3.8954 -3.5313
H23 0.7604 -3.4582 -5.2222
H24 -1.3874 -0.5400 -5.2419
H25 -0.2608 -1.5064 -6.2019
H26 -0.5190 1.0686 -3.6592
H27 1.1977 1.0873 -3.2750
H28 1.5455 -2.6630 -1.6967
H29 2.4680 -1.2265 -2.0832
H30 -2.1067 -1.3293 -3.0871
H31 -1.3474 -2.7408 -2.3683
F1 -6.0356 -4.3239 1.3788
C28 -4.8066 -4.7717 1.1441
F2 -4.3772 -5.4396 2.2144
F3 -4.8462 -5.6152 0.1098
C29 -3.8533 -3.6320 0.8320
C30 -2.5131 -3.9079 0.6008
C31 -1.6576 -2.8661 0.3232
N7 -2.0606 -1.5833 0.2586
C32 -3.3600 -1.3313 0.4806
C33 -4.2829 -2.3203 0.7653
H32 -2.1313 -4.9188 0.6453
H33 -0.6039 -3.0478 0.1693
H34 -3.6807 -0.3037 0.4252
H35 -5.3161 -2.0570 0.9410

2.
The following is a quantum chemistry calculation of a structure of composition C26H34N5O2S2Tc, from the Open Molecules 2025 dataset.

Output
LUMO level (alpha / beta): -0.1541 / -0.1420 Ha
multiplicity: 2
energy relative to the best compared isomer or geometry (same formula, charge and spin): 31.1 kJ/mol
⟨S²⟩: 1.01
charge: +1
frontier orbital gap (alpha / beta): 0.198 / 0.225 Eh

Element x y z (Å)
Tc1 -0.1772 -0.3865 -0.0996
C1 -1.2621 -2.4520 2.7798
C2 -2.3835 -1.4285 2.9502
C3 -2.1124 -0.0931 2.2489
N1 -1.9676 -0.1492 0.7929
C4 -3.0298 0.0396 -0.0039
C5 -4.3448 -0.0097 0.4953
C6 -5.5623 0.2044 -0.1197
C7 -5.8460 0.5959 -1.4195
C8 -4.9285 0.8737 -2.4171
C9 -3.5477 0.7885 -2.3885
C10 -2.6593 0.3842 -1.3807
N2 -1.3349 0.3212 -1.5691
C11 -0.6404 1.1119 -2.5638
C12 -0.1252 2.4436 -1.9503
C13 -0.3025 2.6128 -0.4367
N3 0.2708 1.5249 0.3474
C14 1.0068 1.7590 1.4305
C15 1.0844 3.0345 2.0371
C16 1.9680 3.5534 2.9573
C17 3.0702 2.9460 3.5452
C18 3.3690 1.5974 3.4958
C19 2.6638 0.5549 2.9170
C20 1.5773 0.5416 2.0241
N4 1.0179 -0.5852 1.5617
C21 1.1974 -1.8361 2.2899
C22 0.0972 -2.0137 3.3558
H1 -1.1649 -2.6630 1.7209
H2 -1.5807 -3.3723 3.2715
H3 -2.5308 -1.2208 4.0133
H4 -3.3042 -1.8653 2.5564
H5 -1.1797 0.3202 2.6370
H6 -2.8988 0.6201 2.5108
H7 -4.4209 -0.2934 1.5351
H8 -6.4276 0.0530 0.5152
H9 -6.8920 0.7042 -1.6747
H10 -5.3439 1.1939 -3.3652
H11 -3.0827 1.0571 -3.3265
H12 -1.2354 1.3332 -3.4482
H13 0.2221 0.5388 -2.8816
H14 -0.6448 3.2811 -2.4183
H15 0.9377 2.5431 -2.1757
H16 -1.3686 2.6950 -0.1932
H17 0.1704 3.5640 -0.1960
H18 0.3091 3.7205 1.7239
H19 1.7991 4.5888 3.2292
H20 3.7233 3.5819 4.1283
H21 4.2517 1.2912 4.0449
H22 3.0894 -0.4143 3.1306
H23 2.1674 -1.9024 2.7793
H24 1.1421 -2.6580 1.5805
H25 -0.0013 -1.0705 3.9005
H26 0.4451 -2.7621 4.0693
O1 1.7027 -0.4644 -1.3934
S1 2.0816 -1.6809 -2.2313
C23 2.1337 -1.1310 -3.9871
C24 3.5765 -0.7877 -4.3264
C25 4.4268 -1.7884 -3.5523
C26 3.9065 -1.7430 -2.1245
H27 1.4460 -0.3010 -4.1220
H28 1.7691 -1.9897 -4.5530
H29 3.8020 0.2264 -3.9890
H30 3.7588 -0.8387 -5.3996
H31 5.4866 -1.5389 -3.5917
H32 4.2963 -2.7918 -3.9631
H33 4.2098 -0.8387 -1.5970
H34 4.1705 -2.6225 -1.5402
O2 0.7294 -4.4524 -1.2026
S2 -0.3995 -3.7794 -0.5622
N5 -0.3762 -2.2754 -0.4118

3.
The following is a quantum chemistry calculation of an isolated molecule of C5H7BFI2NO2, from the Open Molecules 2025 dataset.

Output
LUMO level: -0.0323 Ha
multiplicity: 1
charge: 0
frontier orbital gap: 0.336 Eh

Element x y z (Å)
O1 4.0026 -1.7262 -0.0193
C1 2.8011 -1.1765 0.3084
F1 1.9274 -2.0181 1.1735
N1 2.4422 0.1778 -0.2645
C2 1.3765 0.8920 0.5365
O2 1.4174 0.8360 1.8970
B1 0.1725 1.7988 -0.1191
I1 0.5747 3.9558 -0.5356
C3 -1.3561 1.2207 -0.4979
C4 -1.8320 -0.0308 0.4431
C5 -1.6567 -1.5195 -0.2079
I2 -0.1690 -1.7005 -1.7957
H1 2.2316 0.1429 -1.2877
H2 -2.0814 2.1306 -0.2281
H3 -1.4998 1.0543 -1.6575
H4 -3.0022 0.1184 0.6279
H5 -1.3558 -0.0266 1.5367
H6 -2.7016 -1.8953 -0.5855
H7 -1.2913 -2.2340 0.6757